# 1
# C6H10

One molecule with the formula C6H10 (ωB97M-V/def2-TZVPD, OMol25).

Cartesian coordinates (Å):
C (-0.17, 0.98, -1.51)
C (-0.50, 0.86, -0.03)
C (1.39, 0.19, 1.01)
C (0.92, -1.16, 0.88)
C (-0.30, -1.41, 0.36)
C (-1.33, -0.31, 0.34)
H (-0.51, 1.94, -1.94)
H (-0.62, 0.18, -2.11)
H (0.91, 0.92, -1.69)
H (-0.60, 1.79, 0.52)
H (1.70, 0.76, 0.16)
H (2.10, 0.37, 1.85)
H (1.48, -1.99, 1.30)
H (-0.53, -2.37, -0.09)
H (-2.14, -0.56, -0.37)
H (-1.81, -0.20, 1.33)

Properties
HOMO-LUMO gap: 0.317 hartree
ΔE to the lowest compared entry with this formula, charge and spin: 78.0 kcal/mol
net charge: 0
spin multiplicity: 1

---

# 2
# C16H34AsBrN3OPdSSi2

C16H34AsBrN3OPdSSi2 as an isolated structure (ωB97M-V/def2-TZVPD, OMol25).

Cartesian coordinates (Å):
Pd (-0.30, 1.23, -0.66)
O (5.31, 3.00, -2.15)
C (4.11, 2.58, -1.74)
C (3.83, 2.22, -0.42)
C (2.55, 1.80, -0.11)
N (1.58, 1.73, -1.02)
C (1.86, 2.08, -2.28)
Br (0.38, 1.94, -3.41)
C (3.10, 2.51, -2.70)
H (5.94, 3.03, -1.42)
H (4.59, 2.26, 0.35)
H (2.29, 1.50, 0.90)
H (3.28, 2.78, -3.72)
C (-3.32, 0.35, 2.66)
N (-3.33, 1.60, 1.88)
C (-4.44, 1.71, 0.94)
C (-2.20, 2.31, 1.70)
S (-1.88, 3.06, 0.19)
N (-1.37, 2.45, 2.75)
C (-0.04, 3.01, 2.57)
C (-1.84, 2.38, 4.13)
H (-3.58, -0.47, 1.99)
H (-4.05, 0.38, 3.47)
H (-2.34, 0.16, 3.06)
H (-5.30, 1.24, 1.39)
H (-4.21, 1.24, -0.01)
H (-4.66, 2.76, 0.76)
H (0.45, 2.52, 1.73)
H (0.53, 2.82, 3.48)
H (-0.08, 4.08, 2.37)
H (-2.93, 2.38, 4.15)
H (-1.49, 3.27, 4.65)
H (-1.47, 1.50, 4.65)
C (2.40, -3.20, -1.95)
Si (2.01, -2.49, -0.26)
C (1.53, -3.87, 0.92)
C (3.50, -1.55, 0.38)
As (0.12, -1.05, -0.09)
Si (-1.35, -1.97, -1.68)
C (-2.86, -0.86, -1.70)
C (-1.88, -3.66, -1.09)
C (-0.63, -2.01, -3.41)
H (3.28, -3.83, -1.85)
H (2.61, -2.43, -2.69)
H (1.59, -3.83, -2.32)
H (2.33, -4.62, 0.93)
H (0.61, -4.37, 0.62)
H (1.41, -3.51, 1.94)
H (4.37, -2.21, 0.47)
H (3.31, -1.12, 1.36)
H (3.78, -0.74, -0.31)
H (-3.35, -0.84, -0.72)
H (-3.58, -1.28, -2.41)
H (-2.67, 0.17, -2.01)
H (-2.07, -3.67, -0.01)
H (-1.14, -4.44, -1.31)
H (-2.81, -3.95, -1.59)
H (-0.44, -1.00, -3.77)
H (-1.35, -2.48, -4.08)
H (0.30, -2.58, -3.48)

Properties
HOMO-LUMO gap (alpha / beta): 0.238 / 0.264 hartree
ΔE to the lowest compared entry with this formula, charge and spin: 0.0 kcal/mol
net charge: +1
spin multiplicity: 1